Here is an isolated molecule of C20H33N3O4S from the OMol25 dataset. Energies are from ωB97M-V with the def2-TZVPD basis set.

```
61
Properties=species:S:1:pos:R:3:forces:R:3:nbo_charge:R:1
C -3.465 0.143 3.650 0.00 0.00 0.00 -0.624
C -2.161 0.915 3.754 0.00 0.00 0.00 -0.222
N -0.978 0.050 3.778 -0.01 0.01 0.00 -0.891
S -0.253 -0.479 2.432 -0.01 0.01 0.00 2.349
O 0.307 -1.763 2.747 0.00 0.00 0.00 -0.949
O -1.148 -0.317 1.314 0.00 -0.01 0.00 -0.982
C 1.129 0.620 2.141 0.02 -0.02 -0.01 -0.768
C 0.636 1.914 1.515 -0.02 0.00 0.00 0.680
O 0.031 2.719 2.213 0.00 0.00 0.00 -0.654
N 0.858 2.090 0.199 0.00 0.00 0.03 -0.424
C 1.550 1.113 -0.638 -0.01 -0.02 0.01 -0.436
C 0.269 3.250 -0.455 0.01 0.00 -0.02 -0.224
C -1.217 3.050 -0.866 -0.01 0.01 0.00 -0.060
C -2.190 3.688 0.117 0.00 -0.01 0.01 -0.610
N -1.567 1.652 -1.040 0.00 0.01 -0.01 -0.626
C -1.313 0.971 -2.183 0.02 -0.01 0.01 0.697
O -0.722 1.473 -3.129 0.00 0.00 -0.01 -0.658
C -1.884 -0.435 -2.230 -0.01 0.01 0.00 -0.489
C -1.021 -1.414 -3.026 0.00 0.00 0.01 -0.265
C -1.807 -2.688 -3.337 0.00 0.00 0.00 -0.593
C 0.268 -1.731 -2.296 0.00 0.00 -0.01 0.074
C 0.249 -2.329 -1.037 0.00 0.01 0.00 -0.239
C 1.424 -2.614 -0.362 0.00 0.00 0.01 -0.222
C 2.663 -2.311 -0.924 0.00 0.01 0.00 -0.021
C 3.935 -2.597 -0.166 0.00 -0.01 -0.01 -0.419
C 4.096 -1.706 1.065 0.00 0.01 0.00 -0.599
C 2.683 -1.717 -2.181 0.00 0.00 0.00 -0.215
C 1.502 -1.432 -2.857 0.00 0.00 0.01 -0.238
H -4.313 0.830 3.662 0.00 0.00 0.00 0.216
H -3.497 -0.431 2.724 0.00 0.00 0.00 0.222
H -3.581 -0.547 4.488 0.00 0.00 0.00 0.202
H -2.038 1.605 2.924 0.00 0.00 0.00 0.232
H -2.131 1.520 4.662 0.00 0.00 0.00 0.204
H -0.897 -0.620 4.529 0.00 0.00 0.00 0.417
H 1.578 0.829 3.109 0.00 0.01 0.00 0.269
H 1.816 0.041 1.529 0.00 0.01 0.00 0.264
H 1.134 0.113 -0.521 0.00 0.00 0.00 0.229
H 1.412 1.394 -1.678 0.00 0.01 -0.01 0.242
H 2.620 1.090 -0.421 0.01 0.00 -0.01 0.197
H 0.347 4.107 0.213 0.00 0.00 0.00 0.226
H 0.864 3.448 -1.345 0.00 0.00 0.01 0.213
H -1.339 3.518 -1.843 0.00 -0.01 0.00 0.221
H -1.954 4.744 0.250 0.00 0.00 0.00 0.215
H -3.211 3.605 -0.257 0.00 0.00 0.00 0.212
H -2.123 3.215 1.097 0.00 0.00 0.00 0.219
H -1.845 1.124 -0.225 0.00 0.00 0.00 0.422
H -2.062 -0.805 -1.217 0.00 0.00 0.00 0.220
H -2.863 -0.344 -2.711 0.00 0.00 0.00 0.232
H -0.759 -0.921 -3.964 0.00 0.00 0.00 0.228
H -1.197 -3.390 -3.907 0.00 0.00 0.00 0.215
H -2.122 -3.189 -2.420 0.00 0.00 0.00 0.201
H -2.702 -2.458 -3.919 0.00 0.00 0.00 0.208
H -0.697 -2.565 -0.561 0.00 0.00 0.00 0.217
H 1.373 -3.066 0.622 0.00 0.00 0.00 0.226
H 3.942 -3.645 0.145 0.00 0.00 0.01 0.211
H 4.790 -2.463 -0.832 0.00 0.00 0.00 0.205
H 5.018 -1.933 1.601 0.00 0.00 0.00 0.213
H 4.128 -0.652 0.776 0.00 0.00 0.00 0.195
H 3.262 -1.843 1.757 0.00 -0.01 0.00 0.209
H 3.635 -1.471 -2.639 0.00 0.00 0.00 0.209
H 1.540 -0.953 -3.829 0.00 0.00 0.00 0.218
```
Positions in Å, forces in eV/Å.

HOMO energy	-8.8	eV
SMILES	CCNS(=O)(=O)CC(=O)N(C)C[C@H](C)NC(=O)C[C@H](C)c1ccc(CC)cc1
LUMO energy	0.6	eV

***

Here is a structure of composition C20H34AlBBrF6IN5O15PRbS4 from the OMol25 dataset. Energies are from ωB97M-V with the def2-TZVPD basis set.

```
90
Properties=species:S:1:pos:R:3:forces:R:3:lowdin_charge:R:1
C 4.528 1.950 2.949 0.00 -0.63 0.52 -0.127
C 3.735 0.527 2.647 0.77 -0.18 -0.69 -0.215
C 3.589 0.302 0.995 -1.55 1.12 0.50 -0.272
C 1.990 0.057 0.565 -0.09 0.34 0.75 -0.066
C 1.859 -0.759 -0.891 0.85 -3.57 1.91 -0.214
C 3.076 -0.628 -1.976 0.51 0.18 0.04 -0.148
C 3.602 0.864 -2.334 0.65 0.80 -0.30 -0.176
C 2.494 2.044 -2.490 -1.51 4.15 -6.52 -0.258
N 1.682 2.712 -1.406 1.36 -1.71 -0.62 0.094
O 2.315 2.549 -3.743 1.24 -3.88 7.57 -0.016
O 2.098 -2.153 -0.382 0.27 1.63 -0.54 -0.063
B 0.929 -3.038 -0.147 0.63 2.39 1.47 -1.092
C 0.253 -3.055 1.387 -2.31 -0.06 0.83 -0.516
I 1.635 -3.968 2.883 -0.59 0.87 -0.63 0.874
C -1.122 -3.980 1.467 -0.56 1.52 -0.19 -0.258
C -1.811 -3.845 2.982 0.09 -0.53 -1.15 -0.287
N 1.485 -4.398 -0.440 -0.75 -2.66 -2.94 0.162
C 0.609 -5.302 -1.251 4.78 -6.88 -3.80 -0.190
O 1.227 -6.346 -1.872 -4.76 7.17 4.15 0.007
F -0.861 -5.251 -1.420 4.57 0.97 1.32 0.021
C 2.936 -4.412 -0.839 3.39 0.24 -5.76 -0.148
O 3.448 -4.287 -2.065 -3.60 -0.90 8.86 0.020
F 3.932 -4.547 0.289 -3.70 0.53 -3.29 -0.028
O -0.115 -2.406 -0.959 0.64 2.17 -2.20 -0.040
C 0.316 -1.055 -1.452 -1.63 -0.63 3.60 -0.377
C -0.825 -0.090 -0.779 0.43 1.22 -0.57 -0.098
C -2.247 -0.016 -1.590 -0.54 0.80 2.30 -0.181
N -2.188 1.184 -2.509 -2.65 -0.10 0.39 -0.101
C -2.718 0.895 -3.896 -0.28 1.05 -2.34 -0.220
C -1.926 1.946 -4.928 -0.08 0.94 0.19 -0.079
C -2.837 2.419 -1.889 -4.02 3.95 -2.20 -0.236
C -2.538 2.935 -0.327 0.01 0.50 -0.57 -0.019
O -3.715 3.208 -2.570 5.84 -5.54 3.70 -0.005
P 0.013 -1.256 -3.324 2.04 0.78 -2.55 0.917
O 0.833 -0.038 -4.280 -1.25 -3.29 1.12 -0.320
Br 0.977 -3.219 -4.090 -0.80 1.63 0.92 0.547
H 3.766 2.852 2.911 1.79 -1.80 0.03 0.097
H 5.025 1.861 4.027 -1.22 0.44 -2.33 0.098
H 5.431 2.111 2.185 -2.08 -0.29 1.57 0.083
H 4.409 -0.347 3.038 -1.45 1.58 -0.55 0.114
H 2.678 0.463 3.174 2.30 0.24 -1.13 0.124
H 4.287 -0.567 0.598 -3.15 1.66 2.18 -0.023
H 3.867 1.362 0.536 -0.25 -2.29 0.66 0.087
H 1.567 -0.595 1.473 0.77 0.96 -2.53 0.121
H 1.356 1.045 0.591 1.75 -1.69 -0.23 0.111
H 2.874 -1.191 -2.995 0.13 1.10 2.34 0.111
H 4.002 -1.206 -1.491 -3.13 0.68 -1.38 0.033
H 4.192 0.784 -3.370 -1.58 0.47 2.15 0.157
H 4.437 1.224 -1.559 -3.05 0.16 -2.06 -0.013
H 2.156 3.537 -0.980 -0.56 -0.95 -0.70 0.112
H 0.696 2.906 -1.686 1.54 0.25 -0.41 0.079
H -0.097 -1.968 1.730 0.98 -2.29 -0.42 0.086
H -1.900 -3.481 0.722 1.71 -1.15 1.38 0.130
H -0.968 -5.093 1.148 -0.22 2.16 0.87 0.124
H -1.298 -2.935 3.550 -0.38 -1.92 -1.50 -0.125
H -2.963 -3.597 2.872 2.14 -0.64 0.31 0.084
H -1.625 -4.877 3.503 -0.49 2.21 -0.39 0.106
H -1.033 -0.412 0.332 0.76 0.35 -2.30 0.143
H -0.382 1.019 -0.787 -1.08 -2.49 0.11 0.098
H -2.590 -1.014 -2.093 0.93 1.99 0.62 0.141
H -3.080 0.236 -0.772 1.83 -0.83 -1.59 0.143
H -2.494 -0.195 -4.287 -0.13 1.96 1.33 0.101
H -3.898 1.027 -3.992 2.59 -0.02 0.47 0.144
H -2.666 2.455 -5.704 1.55 -1.40 1.61 0.104
H -1.024 1.433 -5.480 -1.95 0.95 1.08 0.065
H -1.480 2.853 -4.295 -1.00 -2.11 -1.38 0.063
H -2.690 4.112 -0.340 0.22 -2.64 -0.24 0.116
H -1.432 2.754 0.012 -2.19 0.04 -0.59 0.067
H -3.331 2.505 0.445 1.80 0.65 -1.80 0.106
H 1.048 -0.494 -5.151 -0.19 0.86 1.12 0.083
Rb 5.777 -0.167 -0.718 4.23 -0.42 -0.41 1.155
Al -2.362 -2.535 5.238 -0.62 -0.08 0.91 1.091
N -6.239 -3.652 9.774 0.22 -0.04 -0.64 -0.253
S -6.231 -2.085 9.663 -0.48 5.11 1.75 0.541
O -7.449 -1.437 9.190 1.62 -1.58 -0.01 -0.255
O -4.977 -1.439 9.291 -1.11 -1.51 -0.28 -0.279
F -6.293 -1.709 11.220 0.11 -1.06 -0.68 -0.179
S -6.266 -4.330 8.357 -0.97 -3.79 -3.13 0.529
O -6.606 -5.752 8.390 0.89 2.43 0.96 -0.271
O -5.210 -3.992 7.410 -0.46 0.39 1.31 -0.345
F -7.564 -3.721 7.660 0.52 0.15 0.39 -0.182
N 0.553 6.802 -4.711 -0.25 -0.46 0.63 -0.227
S 1.635 7.927 -4.535 3.58 4.75 -1.47 0.558
O 3.025 7.508 -4.390 -2.20 -0.32 0.35 -0.245
O 1.251 9.129 -3.803 -0.12 -2.35 -0.33 -0.222
F 1.665 8.503 -6.031 -0.66 -1.01 0.69 -0.172
S 0.356 5.979 -3.386 -1.38 -2.67 3.29 0.540
O -0.378 4.728 -3.574 0.71 1.89 -0.58 -0.293
O 0.002 6.702 -2.171 0.49 -0.38 -2.08 -0.253
F 1.816 5.431 -3.051 -0.18 0.33 -0.26 -0.197
```
Positions in Å, forces in eV/Å.

HOMO energy	-11.0	eV
total charge	+1
LUMO energy	-10.0	eV

***

Here is a cluster of 6 separate species, C20H34FO13S2 in total from the OMol25 dataset. Energies are from ωB97M-V with the def2-TZVPD basis set.

```
70
Properties=species:S:1:pos:R:3:forces:R:3:nbo_charge:R:1
F -0.789 -0.026 0.851 0.06 0.12 0.03 -0.977
C 1.167 0.482 3.700 -2.50 -1.85 -2.60 -0.667
C -0.241 0.682 4.343 -0.73 -0.99 -1.24 0.089
C -1.243 -0.501 4.150 7.97 -3.08 1.30 -0.085
O -1.332 -1.076 5.526 -1.37 1.24 -2.33 -0.508
C -0.809 -0.183 6.414 1.15 -4.30 0.15 0.971
O -0.737 -0.560 7.565 -0.26 2.21 -0.70 -0.598
O -0.104 0.707 5.750 0.44 2.48 1.48 -0.497
H 1.676 1.340 3.977 1.39 1.94 -0.48 0.209
H 1.021 0.155 2.541 0.13 1.79 2.35 0.284
H 1.788 -0.334 4.022 -0.36 -0.71 1.04 0.214
H -0.763 1.606 3.940 1.12 -0.69 0.76 0.185
H -0.562 -1.210 3.438 -2.52 1.06 1.68 0.219
H -2.070 -0.205 3.716 -4.49 0.88 -1.71 0.174
C -4.888 0.579 0.611 2.77 1.84 -0.51 -0.639
C -4.369 1.083 1.952 -0.96 -1.48 3.03 0.090
C -3.227 2.051 1.988 -0.54 1.98 -4.41 -0.100
O -3.740 3.345 2.374 1.33 -0.79 0.49 -0.484
C -4.950 3.177 2.875 -0.99 1.66 0.00 0.970
O -5.539 4.084 3.434 0.26 -1.88 -0.60 -0.609
O -5.406 1.967 2.523 -1.04 -0.75 0.87 -0.515
H -5.494 -0.256 0.479 -0.95 -1.69 0.81 0.228
H -3.972 0.406 -0.027 -1.02 0.32 0.41 0.237
H -5.480 1.419 0.275 0.08 0.31 -0.73 0.221
H -4.142 0.250 2.785 -0.82 1.56 -2.04 0.194
H -2.803 2.242 0.983 -0.26 -0.40 0.26 0.203
H -2.413 1.756 2.507 2.32 -0.81 2.28 0.202
C -0.742 2.153 -3.500 -2.36 -0.57 -1.88 -0.640
C -0.609 0.717 -3.262 -5.41 -1.36 0.84 0.058
C -1.560 0.041 -2.224 -0.67 1.61 3.25 -0.091
O -2.653 -0.558 -2.970 -0.49 0.81 3.29 -0.466
C -2.230 -0.756 -4.127 -1.83 0.28 -7.94 0.967
O -2.931 -1.217 -5.089 3.33 1.04 3.74 -0.631
O -1.034 -0.074 -4.358 0.25 -1.33 -1.66 -0.509
H -0.385 2.741 -2.782 1.28 1.92 3.95 0.221
H -1.711 2.579 -3.751 -0.36 -0.58 -0.05 0.220
H -0.096 2.457 -4.240 1.42 0.31 -2.49 0.221
H 0.298 0.510 -2.892 3.75 -1.10 0.51 0.186
H -2.036 0.897 -1.443 1.50 -3.06 -1.77 0.238
H -1.073 -0.899 -1.796 -0.42 1.99 0.39 0.223
C 3.010 2.493 -0.794 3.09 -4.74 6.60 -0.404
C 2.345 1.084 -1.008 3.24 -2.62 -0.55 -0.405
C 3.039 0.643 -2.423 -2.75 0.93 0.87 -0.727
S 4.697 1.091 -2.201 2.30 1.24 -0.39 2.168
O 5.442 1.433 -3.424 -1.15 -1.14 1.24 -0.931
O 5.180 0.161 -1.220 0.85 -0.63 0.08 -0.954
C 4.456 2.652 -1.310 -9.00 -1.67 -9.38 -0.592
H 3.125 2.488 0.417 -0.66 0.78 -2.73 0.221
H 2.485 3.246 -1.119 -3.30 3.89 -1.51 0.200
H 1.252 0.990 -0.882 0.45 0.37 -0.37 0.274
H 2.804 0.179 -0.283 -1.18 2.87 -1.47 0.231
H 2.710 1.243 -3.236 -0.56 1.14 -0.70 0.224
H 2.755 -0.328 -2.786 0.84 -0.93 0.35 0.268
H 4.463 3.466 -2.115 0.08 -1.13 1.01 0.221
H 5.117 2.836 -0.717 7.61 1.53 7.12 0.202
C 0.728 -3.321 -2.078 1.12 -0.93 -3.93 -0.420
C 1.105 -2.580 -0.845 -1.64 1.50 2.09 -0.453
C 2.398 -3.100 -0.228 -3.23 -1.28 0.02 -0.697
S 2.505 -4.703 -0.939 1.68 -1.35 2.17 2.195
O 2.594 -5.640 0.164 -0.52 -0.11 -0.43 -0.962
O 3.592 -4.686 -1.848 0.96 -0.19 -1.89 -0.958
C 0.924 -4.839 -1.753 -1.98 1.25 3.18 -0.667
H 1.437 -3.073 -3.076 -1.11 -0.60 2.83 0.208
H -0.212 -3.034 -2.572 -0.22 -0.38 0.87 0.237
H 0.262 -2.443 -0.080 0.89 -0.70 -1.05 0.271
H 1.283 -1.571 -1.087 0.11 1.43 -0.43 0.224
H 2.466 -3.177 0.825 -0.94 -0.66 1.23 0.255
H 3.112 -2.399 -0.346 3.12 1.60 -1.76 0.253
H 0.236 -5.119 -0.726 1.52 0.52 -3.22 0.246
H 0.873 -5.562 -2.568 0.17 0.08 0.34 0.266
```
Positions in Å, forces in eV/Å.

HOMO energy	-6.6	eV
total charge	-1
LUMO energy	2.0	eV

***

Here is a structure of composition C20H34N10PPdSb from the OMol25 dataset. Energies are from ωB97M-V with the def2-TZVPD basis set.

```
67
Properties=species:S:1:pos:R:3:forces:R:3:nbo_charge:R:1
Pd -0.083 0.143 0.232 0.42 -1.35 0.53 1.056
C 4.233 -3.452 1.116 0.28 -0.62 0.28 -0.411
N 3.599 -2.255 0.632 -0.38 0.48 -0.04 -0.309
C 4.134 -1.373 -0.247 0.03 0.48 -0.36 -0.051
C 3.200 -0.388 -0.435 0.33 -0.05 -0.13 -0.068
N 2.114 -0.662 0.323 -0.74 -0.38 0.19 -0.520
C 2.369 -1.797 0.960 -0.16 -0.09 0.32 0.066
P 1.264 -2.697 2.105 -0.36 0.68 -0.56 0.775
C 0.563 -1.256 2.987 0.15 -0.22 -0.15 0.073
N 0.003 -0.158 2.489 0.25 -0.17 -0.62 -0.506
C -0.424 0.578 3.540 -0.07 0.12 0.35 -0.072
C -0.117 -0.084 4.700 -0.26 0.51 -0.04 -0.045
N 0.502 -1.232 4.338 -0.14 0.33 -0.48 -0.303
C 0.998 -2.243 5.231 0.27 -0.60 0.44 -0.413
C -0.135 -2.905 0.937 0.16 -0.02 0.35 0.073
N -0.874 -1.960 0.366 0.64 0.51 0.07 -0.486
C -1.822 -2.584 -0.368 -0.24 -0.38 -0.12 -0.062
C -1.662 -3.939 -0.230 -0.37 0.34 -0.32 -0.050
N -0.598 -4.126 0.589 -0.11 0.67 -0.04 -0.308
C -0.035 -5.384 1.001 0.31 -0.64 0.27 -0.411
H 5.248 -3.488 0.727 -0.05 -0.04 0.06 0.241
H 3.690 -4.337 0.780 0.10 0.05 0.00 0.218
H 4.266 -3.451 2.207 0.06 -0.01 -0.10 0.227
H 5.110 -1.498 -0.667 0.23 -0.07 -0.05 0.241
H 3.255 0.485 -1.057 0.05 0.07 -0.09 0.229
H -0.925 1.523 3.414 0.01 0.01 0.05 0.224
H -0.296 0.176 5.724 0.00 0.01 0.18 0.244
H 0.834 -1.918 6.256 0.02 -0.04 -0.05 0.242
H 2.065 -2.400 5.071 -0.07 0.03 0.09 0.225
H 0.474 -3.185 5.065 0.02 0.07 0.09 0.225
H -2.560 -2.040 -0.927 -0.03 -0.01 -0.08 0.233
H -2.223 -4.748 -0.648 -0.08 -0.24 -0.07 0.242
H -0.613 -6.195 0.566 0.03 0.04 0.03 0.243
H -0.054 -5.471 2.089 -0.04 -0.05 -0.13 0.228
H 0.999 -5.462 0.659 -0.12 -0.07 0.00 0.217
C -3.401 4.924 0.185 0.14 0.00 -0.09 -0.634
C -3.511 3.560 0.827 0.21 -0.66 0.04 -0.627
Sb -1.893 2.172 0.233 -0.07 1.30 -0.62 0.984
C -0.178 3.448 0.685 -0.40 -0.09 -0.07 -0.717
C 1.122 2.682 0.501 -0.08 -0.13 0.07 -0.655
C -1.980 2.537 -1.918 0.08 -0.01 0.49 -0.705
C -3.061 1.674 -2.546 0.09 0.02 0.17 -0.635
H -4.250 5.530 0.497 -0.06 0.06 0.06 0.244
H -3.434 4.870 -0.900 0.03 0.06 -0.08 0.209
H -2.497 5.444 0.492 0.09 0.08 -0.05 0.216
H -4.444 3.075 0.554 -0.06 -0.14 0.06 0.231
H -3.468 3.637 1.910 -0.01 -0.14 0.09 0.232
H -0.261 3.815 1.709 -0.10 0.04 -0.03 0.232
H -0.213 4.308 0.015 -0.11 0.02 0.03 0.236
H 1.239 1.918 1.288 0.12 0.17 -0.23 0.216
H 1.978 3.352 0.581 0.13 -0.09 -0.04 0.251
H 1.164 2.217 -0.497 0.15 0.04 0.12 0.202
H -0.995 2.308 -2.321 0.00 0.11 0.10 0.216
H -2.182 3.594 -2.073 0.06 0.06 0.04 0.228
H -2.837 0.613 -2.417 -0.07 0.00 -0.07 0.213
H -3.169 1.891 -3.609 -0.13 -0.04 -0.10 0.202
H -4.018 1.888 -2.072 -0.17 -0.12 -0.14 0.221
N -0.684 1.601 -5.476 0.02 -0.03 -0.11 -0.775
C 0.529 1.058 -5.290 -0.26 0.17 0.20 0.675
N 1.434 1.137 -6.266 -0.16 0.13 -0.29 -0.747
N 0.899 0.474 -4.179 1.21 -0.18 -0.92 -0.642
C 0.364 0.264 -3.059 -0.57 -0.25 1.18 0.575
N 0.025 -0.007 -1.976 -0.16 0.33 0.17 -0.639
H -0.969 1.939 -6.380 -0.03 0.02 0.05 0.418
H -1.394 1.496 -4.770 0.07 -0.03 -0.04 0.419
H 1.232 1.621 -7.125 0.08 -0.07 0.02 0.414
H 2.352 0.742 -6.136 -0.14 0.01 0.09 0.434
```
Positions in Å, forces in eV/Å.

HOMO energy (alpha / beta)	-13.3 / -13.9	eV
total charge	+2
LUMO energy (alpha / beta)	-4.4 / -6.6	eV
2S+1	3
expectation value of S²	2.0104

***

Energy across the listed records, respectively: -1645.37639 -7880.22390 -2656.63508 -2039.06416 Eh.